The following is a quantum chemistry calculation of a cluster of 12 separate species, H24O12 in total, from the Open Molecules 2025 dataset.

Output
Kohn-Sham gap (eV): 8.3628
Energy (Eh): -917.0602
Energy above the lowest of the compared OMol25 structures with the same formula, charge and spin (kJ/mol): 696.24
Structure (SMILES): O.O.O.O.O.O.O.O.O.O.O.O

Element x y z (Å)
1 O 0.249 -0.572 0.821
2 H -0.316 0.047 0.210
3 H 0.264 -0.082 1.653
4 O 3.071 1.038 3.573
5 H 3.132 1.282 2.695
6 H 3.126 0.062 3.435
7 O -2.411 2.784 2.886
8 H -2.881 3.529 3.281
9 H -2.691 2.631 2.019
10 O 1.208 2.384 -2.940
11 H 1.687 3.068 -2.451
12 H 1.766 1.854 -3.430
13 O -2.524 -3.109 0.363
14 H -2.264 -4.007 0.443
15 H -1.818 -2.702 0.883
16 O -0.405 0.956 -3.903
17 H -0.611 1.509 -3.156
18 H -0.441 1.448 -4.684
19 O -3.347 -2.141 2.528
20 H -3.016 -1.957 1.644
21 H -2.661 -1.798 3.117
22 O 2.001 2.318 2.142
23 H 1.796 3.269 2.019
24 H 1.169 2.053 1.631
25 O -0.283 -0.896 -4.567
26 H 0.508 -1.220 -3.993
27 H -1.073 -0.832 -3.992
28 O 3.927 -1.108 1.754
29 H 3.861 -1.519 2.700
30 H 3.994 -0.189 1.961
31 O -2.839 -0.557 -2.311
32 H -2.570 0.370 -2.392
33 H -3.753 -0.440 -2.404
34 O 1.616 -2.165 -0.627
35 H 0.755 -2.419 -1.002
36 H 1.773 -2.888 0.092